No. 1
Density functional theory data (the ωB97M-V functional and the def2-TZVPD basis) for a 12-piece molecular cluster, C14H52N12O12 overall at a distorted geometry.

Geometry as XYZ:
```
90
Properties=species:S:1:pos:R:3:mulliken_charge:R:1
N 0.452 0.363 -2.287 1.17
C 1.377 -0.029 -3.105 0.15
N 2.524 -0.393 -2.524 -0.01
O 1.231 0.083 -4.485 -0.76
H -0.348 0.814 -2.658 -1.00
H 0.630 0.365 -1.256 0.58
H 3.281 -0.700 -3.181 0.26
H 2.855 -0.364 -1.530 0.29
N -3.675 -1.131 1.108 -0.26
C -4.230 -0.307 0.180 0.10
N -4.723 -1.030 -0.801 -0.28
O -4.098 1.069 0.172 -0.71
H -3.088 -0.753 1.925 0.07
H -4.131 -1.964 1.421 0.36
H -5.121 -0.525 -1.682 0.35
H -4.422 -2.032 -0.931 0.25
N -2.558 1.057 -2.057 0.42
C -2.273 1.955 -2.920 0.50
N -1.474 1.467 -3.842 -0.22
O -2.533 3.303 -2.790 -0.80
H -2.989 1.357 -1.233 -0.05
H -2.430 0.111 -2.257 0.02
H -0.988 2.093 -4.507 0.26
H -1.418 0.524 -4.179 0.33
N -2.424 -2.848 -0.511 -0.39
C -1.284 -3.240 -0.106 -0.07
N -1.070 -4.406 -0.563 -0.36
O -0.374 -2.450 0.533 -0.45
H -2.833 -2.044 0.084 0.31
H -3.101 -3.460 -1.006 0.36
H -0.097 -4.689 -0.266 0.35
H -1.783 -5.176 -0.590 0.25
N 0.005 -3.203 5.733 -0.45
C 0.113 -2.172 4.926 0.57
N 0.860 -2.452 3.907 -0.17
O -0.332 -0.892 5.224 -0.71
H -0.809 -3.033 6.352 0.30
H 0.192 -4.230 5.547 0.22
H 1.171 -1.625 3.318 0.08
H 0.879 -3.375 3.406 0.27
N -2.599 -2.768 -3.960 -0.33
C -1.888 -1.688 -3.875 0.54
N -1.559 -1.433 -2.631 0.09
O -1.492 -0.958 -4.942 -0.77
H -2.632 -3.176 -4.882 0.31
H -2.785 -3.399 -3.140 0.15
H -0.727 -0.778 -2.433 0.05
H -1.796 -2.016 -1.822 0.36
C 4.123 2.782 -0.701 -1.15
C 3.549 2.850 0.699 0.19
O 4.052 1.698 1.391 -0.41
H 3.520 2.195 -1.368 0.27
H 5.121 2.379 -0.768 0.32
H 4.140 3.791 -1.122 0.41
H 2.474 2.766 0.786 -0.31
H 3.894 3.738 1.193 0.53
H 4.962 1.853 1.638 0.25
C -0.633 2.035 0.676 -1.31
C -0.410 0.511 0.699 0.61
O 0.887 0.160 0.294 -0.63
H -1.578 2.221 1.186 0.36
H -0.654 2.387 -0.334 -0.15
H 0.173 2.577 1.166 0.35
H -1.257 0.111 0.123 -1.12
H -0.514 0.014 1.593 0.90
H 1.453 0.045 1.055 0.61
C 4.889 -0.819 -0.410 -0.82
O 3.542 -0.548 -0.227 -0.41
H 5.084 -1.872 -0.675 0.29
H 5.579 -0.735 0.497 0.28
H 5.365 -0.214 -1.236 0.27
H 3.591 0.225 0.330 0.08
C 1.656 0.733 3.603 -0.49
O 2.124 -0.250 2.640 -0.80
H 2.331 1.588 3.610 0.28
H 1.640 0.313 4.588 0.40
H 0.626 1.047 3.367 -0.04
H 3.117 -0.117 2.635 0.23
C -2.434 1.044 3.601 -0.48
O -2.431 -0.380 3.510 -0.75
H -1.397 1.252 3.698 0.05
H -2.985 1.337 4.476 0.46
H -2.877 1.457 2.711 0.18
H -2.331 -0.695 4.418 0.34
C 1.125 4.134 -2.255 -0.57
O 1.060 3.006 -3.094 -0.48
H 0.182 4.158 -1.753 0.28
H 1.156 5.030 -2.900 0.29
H 1.962 4.100 -1.640 -0.04
H 0.644 2.312 -2.545 0.19
```

Summary:
- E_LUMO (eV) = -0.6
- orbital gap (eV) = 7.01
- E (eV) = -57807.9692
- max |F| (eV Å⁻¹) = 8.7
- HOMO level (eV) = -7.63
- relative energy (zero: lowest compared OMol25 entry of this formula, charge and spin) (kJ/mol) = 912.65
- SMILES = NC(N)=O.NC(N)=O.NC(N)=O.NC(N)=O.NC(N)=O.NC(N)=O.CCO.CCO.CO.CO.CO.CO

No. 2
Density functional theory data (the ωB97M-V functional and the def2-TZVPD basis) for C21H22IN4O6Y as an isolated structure.

Geometry as XYZ:
```
55
Properties=species:S:1:pos:R:3:mulliken_charge:R:1
Y -0.364 -0.225 0.886 0.69
O -0.007 -2.758 1.211 -0.33
C 0.603 -3.159 2.443 -0.73
C 1.731 -2.191 2.705 -0.83
N 1.266 -0.810 2.891 0.55
C 0.489 -0.674 4.129 -0.79
C -1.005 -1.002 3.915 0.52
O -1.650 -1.455 4.839 -0.71
O -1.440 -0.733 2.727 -0.85
C 2.426 0.084 2.789 -0.66
C 2.797 0.270 1.314 0.59
O 3.959 0.311 0.957 -0.71
O 1.771 0.371 0.522 -0.59
H -0.932 -3.038 1.191 0.31
H 1.007 -4.169 2.342 0.44
H -0.127 -3.158 3.253 0.37
H 2.402 -2.210 1.842 0.34
H 2.305 -2.526 3.579 0.36
H 0.533 0.364 4.466 0.51
H 0.881 -1.297 4.938 0.24
H 3.295 -0.286 3.341 0.26
H 2.160 1.066 3.181 0.35
I -0.357 2.607 2.463 0.14
C -0.394 3.677 0.659 0.34
C 0.007 4.979 0.678 -0.67
C -0.117 5.756 -0.491 -0.57
C -0.678 5.210 -1.607 -0.87
C -1.111 3.861 -1.625 0.91
C -1.748 3.328 -2.770 -0.76
C -2.185 2.039 -2.761 -1.09
C -1.937 1.214 -1.639 -0.30
C -1.290 1.637 -0.492 -0.38
C -0.931 3.026 -0.484 1.15
H 0.401 5.421 1.582 0.40
H 0.213 6.787 -0.482 0.38
H -0.814 5.807 -2.502 0.35
H -1.900 3.969 -3.631 0.35
H -2.709 1.635 -3.620 0.38
H -2.296 0.191 -1.708 0.46
C -2.505 -3.296 -2.736 -0.93
N -1.211 -2.634 -2.609 0.25
C -0.277 -2.655 -3.599 -0.11
C 0.904 -2.017 -3.486 -1.20
C 1.150 -1.295 -2.271 0.83
N 0.232 -1.309 -1.307 0.34
C -0.942 -1.940 -1.447 0.18
O -1.784 -1.871 -0.533 -0.75
N 2.257 -0.605 -2.058 -0.22
H -2.635 -3.619 -3.766 0.34
H -3.295 -2.602 -2.462 0.31
H -2.557 -4.158 -2.072 0.30
H -0.549 -3.211 -4.485 0.38
H 1.626 -2.037 -4.288 0.41
H 2.986 -0.566 -2.746 0.18
H 2.345 -0.101 -1.166 0.16
```

Summary:
- E_LUMO (eV) = 0.0
- orbital gap (eV) = 7.70
- E (eV) = -49529.4837
- max |F| (eV Å⁻¹) = 0.2
- HOMO level (eV) = -7.71
- relative energy (zero: lowest compared OMol25 entry of this formula, charge and spin) (kJ/mol) = 0.00

No. 3
Density functional theory data (the ωB97M-V functional and the def2-TZVPD basis) for one molecule with the formula C3H2N4O at a distorted geometry.

Geometry as XYZ:
```
10
Properties=species:S:1:pos:R:3:mulliken_charge:R:1
O 1.767 0.569 -1.044 -0.49
C 0.742 0.281 -0.422 0.52
C 0.810 0.131 1.080 0.00
N -0.234 0.207 1.861 -0.20
N -1.294 -0.236 1.258 -0.08
N -1.048 -1.141 0.425 -0.09
N -1.481 -0.805 -0.912 -0.31
C -0.550 -0.063 -1.304 0.01
H 1.819 0.532 1.415 0.32
H -0.531 0.526 -2.357 0.31
```

Summary:
- E_LUMO (eV) = -1.9
- orbital gap (eV) = 8.10
- E (eV) = -11144.9490
- max |F| (eV Å⁻¹) = 3.8
- HOMO level (eV) = -10.02
- relative energy (zero: lowest compared OMol25 entry of this formula, charge and spin) (kJ/mol) = 417.12
- SMILES = O=c1cnnnnc1